# 1
The ion C2H6Cl3NP with charge +1 in a non-equilibrium geometry. Source: the Open Molecules 2025 dataset; level of theory: ωB97M-V with the def2-TZVPD basis set.

ΔE to the lowest compared entry with this formula, charge and spin   36.89 kcal/mol
HOMO   -15.0 eV
Total charge   +1
Orbital gap   8.946 eV
DFT total energy   -1856.22930 hartree
LUMO   -6.039 eV

Structure (XYZ):
```
13
Properties=species:S:1:pos:R:3:lowdin_charge:R:1
C -1.366 0.467 0.413 -0.1236
N 0.082 0.267 0.301 -0.4559
C 0.719 -0.902 1.067 -0.0963
P 0.647 0.572 -1.208 -0.1646
Cl 2.542 0.414 -1.033 0.5257
Cl 0.333 2.268 -1.992 0.5353
Cl -0.301 -1.095 -2.650 0.1515
H -1.582 1.050 1.345 0.1196
H -1.753 1.054 -0.501 0.0893
H -1.861 -0.481 0.411 0.0778
H 1.396 -0.497 1.886 0.1017
H -0.202 -1.450 1.568 0.1295
H 1.346 -1.667 0.393 0.1100
```



# 2
The molecule C2H6ClFSi in a non-equilibrium geometry. Source: the Open Molecules 2025 dataset; level of theory: ωB97M-V with the def2-TZVPD basis set.

ΔE to the lowest compared entry with this formula, charge and spin   15.97 kcal/mol
HOMO   -9.8 eV
Total charge   0
Orbital gap   10.492 eV
DFT total energy   -929.45950 hartree
LUMO   0.720 eV

Structure (XYZ):
```
11
Properties=species:S:1:pos:R:3:lowdin_charge:R:1
C 1.719 -0.246 -0.271 -0.1724
Si -0.148 0.218 0.676 0.1051
C -1.553 0.086 -0.527 -0.1955
F 0.051 1.687 1.283 -0.1737
Cl -0.141 -1.130 2.209 0.3446
H 2.254 0.674 -0.508 -0.0006
H 2.111 -0.975 0.485 -0.0009
H 1.338 -0.624 -1.230 -0.0086
H -2.228 -0.580 0.055 0.0313
H -2.097 1.045 -0.619 0.0406
H -1.306 -0.155 -1.552 0.0300
```



# 3
A cluster of 2 separate species, C2H6ClIOSi in total in a non-equilibrium geometry. Source: the Open Molecules 2025 dataset; level of theory: ωB97M-V with the def2-TZVPD basis set.

Expectation value of S²   2.007
HOMO (spin up / spin down)   -7.8 / -10.0 eV
Total charge   0
Orbital gap (spin up / spin down)   8.356 / 7.912 eV
DFT total energy   -1202.38964 hartree
LUMO (spin up / spin down)   0.507 / -2.053 eV
Spin multiplicity   3

Structure (XYZ):
```
12
Properties=species:S:1:pos:R:3:mulliken_spin:R:1
C -0.039 -0.452 -2.449 0.0108
C -1.035 -0.212 2.925 0.9131
O -0.102 0.520 -1.402 0.0158
Si 0.531 0.719 0.090 0.6702
Cl 1.194 2.707 0.183 0.0987
I 2.357 -1.031 0.535 0.1985
H -0.622 -0.001 -3.179 0.0019
H -0.310 -1.467 -2.207 0.0010
H 0.922 -0.492 -2.821 0.0015
H -0.341 0.452 3.484 0.0260
H -1.959 0.191 2.678 0.0334
H -0.597 -0.933 2.163 0.0290
```